Molecular formula: C33H93N3O15
Method: DFT, ωB97M-V with the def2-TZVPD basis set

Values from the calculation:
- total energy (Ha) = -2605.66468
- structure (SMILES) = COCCNCCOC.COCCNCCOC.COCCNCCOC.CC(C)O.CC(C)O.CC(C)O.CO.CO.CO.CO.CO.CO
- frontier orbital gap (eV) = 8.81

Structure (XYZ):
```
144
Properties=species:S:1:pos:R:3:forces:R:3
C 10.8105 13.2801 9.7651 0.50 0.29 1.92
O 11.7587 13.9523 10.5911 0.55 0.50 0.03
C 13.1413 13.6983 10.2615 -2.23 -1.56 -1.33
C 13.9650 14.7072 10.8550 2.67 0.77 1.95
N 13.9939 14.5434 12.3125 -0.66 0.08 -0.63
C 14.9001 15.4937 12.9307 0.62 -1.03 -0.11
C 14.8199 15.1825 14.3935 -0.54 2.36 0.89
O 13.4692 15.4802 14.7000 -0.90 -0.54 0.63
C 13.1078 15.1098 16.0208 -0.65 1.02 -0.23
H 11.0950 13.3742 8.7426 -0.10 0.05 -0.99
H 9.8280 13.7139 10.0077 0.36 -0.22 -0.36
H 10.8716 12.2579 10.1032 -0.53 -0.79 -0.42
H 13.2516 13.7186 9.1699 -0.07 -0.01 -0.07
H 13.4798 12.6888 10.6063 -0.37 0.54 -0.10
H 13.8198 15.7688 10.6085 -0.41 -0.30 -0.47
H 14.9907 14.4268 10.5960 0.18 0.32 -0.55
H 13.0587 14.7380 12.6410 -0.11 0.08 0.32
H 14.6748 16.5193 12.6254 0.00 0.19 0.48
H 15.9054 15.2489 12.6087 0.31 0.13 -0.27
H 15.3953 15.8833 15.0474 0.36 -0.71 -0.59
H 15.0435 14.1436 14.5979 0.25 -0.32 0.04
H 13.4981 15.8779 16.7338 -0.04 -0.84 -0.20
H 13.4155 14.0904 16.2168 0.36 -0.18 0.40
H 12.0051 15.1160 16.0858 0.48 0.11 -0.10
C 12.3905 7.6092 14.5606 -0.50 0.14 -1.02
O 11.8324 8.5988 13.6437 -0.15 -0.78 1.19
C 10.7071 9.3144 14.1728 0.15 0.71 0.12
C 9.9628 9.8977 13.0074 -0.47 -0.70 -0.33
N 9.3522 8.7323 12.2137 -0.16 2.71 0.97
C 8.5983 9.3526 11.1379 -0.09 1.93 0.17
C 7.6729 8.4676 10.4275 -2.76 0.07 -0.12
O 8.3240 7.7063 9.5000 2.08 0.41 -0.89
C 7.6850 6.6277 8.9378 -1.34 -0.60 0.87
H 12.8713 8.0604 15.4280 -0.36 0.20 0.20
H 13.2008 7.1504 13.9876 -0.29 -0.24 0.18
H 11.6020 6.8631 14.8375 0.75 0.61 -0.13
H 11.0563 10.1085 14.8592 -0.04 -0.24 -0.25
H 9.9547 8.7146 14.6954 0.55 -0.60 0.12
H 10.6670 10.5111 12.4021 -0.50 -0.17 0.10
H 9.1396 10.5535 13.4098 0.74 -0.67 -0.58
H 10.1139 8.2852 11.7611 0.92 -0.76 -0.19
H 9.2433 9.8230 10.3663 0.01 -0.14 0.21
H 7.9838 10.2249 11.5165 0.63 -1.02 0.02
H 6.8975 9.1698 9.9568 0.60 -1.07 0.21
H 7.1557 7.7684 11.1034 -0.17 0.44 0.28
H 6.7122 6.9025 8.5050 0.12 -0.04 -0.10
H 7.5086 5.8215 9.6806 -0.04 0.29 -0.15
H 8.3391 6.2418 8.2003 0.48 -0.40 -0.90
C 22.0983 12.1654 9.9662 0.87 0.06 -0.12
O 21.6860 11.1317 9.1034 0.79 -1.14 0.00
C 21.0463 10.0232 9.7312 0.18 0.59 -0.22
C 19.6680 10.3402 10.2322 -0.08 -0.03 2.39
N 18.8396 10.9649 9.2753 -0.84 -0.77 -0.98
C 17.4460 11.1912 9.6170 0.08 0.83 1.38
C 16.8079 12.2914 8.8148 0.52 0.40 -1.33
O 17.3290 13.5749 9.1650 1.43 -0.32 -0.26
C 17.2269 14.5927 8.1738 0.29 -0.75 0.37
H 22.6517 11.9652 10.9279 -0.21 -0.75 -1.03
H 21.1753 12.5590 10.2714 -1.03 1.78 0.69
H 22.7298 12.8246 9.3372 -0.62 -0.08 0.56
H 21.6574 9.6681 10.5576 0.16 -0.20 0.18
H 20.9835 9.2823 8.9667 0.08 -0.67 -0.60
H 19.8154 10.8858 11.2148 -0.32 0.33 -0.68
H 19.1909 9.4252 10.6404 0.18 0.05 -0.65
H 19.2976 11.6803 8.7388 -0.11 0.27 0.08
H 17.3990 11.5427 10.6564 -0.01 0.23 0.27
H 16.7486 10.3287 9.6822 0.76 -0.07 -0.83
H 15.7782 12.3875 9.0411 -1.43 -0.63 0.13
H 16.9159 12.1129 7.7086 0.02 0.14 0.82
H 17.9590 15.3302 8.4375 0.35 0.54 0.23
H 16.2486 15.0136 8.3183 -0.64 0.48 -0.76
H 17.4800 14.2860 7.1336 -0.55 -0.19 0.64
C 12.5757 8.2822 7.3544 -1.92 0.88 1.25
C 13.4559 9.4811 7.6803 -0.29 1.29 -1.49
C 12.6118 10.7756 7.8483 -0.33 -1.35 0.48
O 14.3597 9.3245 8.7476 -0.56 -0.55 1.32
H 11.8716 8.0280 8.2350 1.10 0.19 -1.36
H 13.2610 7.5209 7.1343 0.55 -1.70 -0.16
H 11.9530 8.4566 6.4361 0.55 0.02 0.89
H 14.1312 9.5355 6.8102 -0.21 0.51 0.10
H 11.9094 10.5156 8.6901 0.31 0.50 -0.79
H 12.0333 10.9805 6.9157 0.45 0.08 0.82
H 13.2313 11.6066 8.1934 -0.09 0.00 -0.38
H 13.8485 9.2394 9.5970 0.42 -0.05 -0.66
C 19.6295 6.7697 11.6784 -0.80 1.03 -2.41
C 18.8900 7.4511 12.7975 -0.34 -0.61 0.12
C 18.1845 6.3290 13.5296 -0.05 -0.59 -0.07
O 19.7706 8.0493 13.7348 -0.19 0.17 0.69
H 20.2146 7.4153 11.0240 0.47 0.49 0.46
H 18.9486 6.3822 10.8859 0.00 -0.15 0.92
H 20.2465 5.9842 12.0224 0.63 -0.89 0.49
H 18.1808 8.2283 12.4684 0.16 -0.31 -0.22
H 17.6114 6.6114 14.3885 -0.29 0.51 0.52
H 18.9520 5.6210 13.8766 -0.24 0.12 -0.12
H 17.5060 5.8026 12.8558 0.05 -0.02 -0.06
H 20.6126 8.2628 13.3498 0.58 0.04 -0.49
C 15.6291 9.6374 13.0804 -1.13 -0.06 1.86
C 14.6557 10.8083 13.2126 0.18 0.90 -0.47
C 14.1791 11.1294 14.6194 -1.75 -1.27 0.71
O 15.2793 11.9706 12.6298 -0.07 -0.73 -0.03
H 15.0972 8.7120 13.4114 0.52 0.59 0.13
H 16.4835 9.8560 13.7263 0.19 -0.36 -0.20
H 15.8984 9.4345 12.0769 0.46 0.23 -1.12
H 13.7564 10.4842 12.6621 0.05 0.49 -0.19
H 14.9063 11.4210 15.3815 0.41 -0.40 -0.32
H 13.6217 10.1758 14.9270 0.79 1.29 0.14
H 13.4024 11.9328 14.6744 0.48 -0.53 -0.54
H 14.7192 12.7631 12.7560 -0.08 -0.06 -0.19
C 16.8534 6.9218 8.9078 -0.61 1.39 -0.88
O 15.7793 6.8761 7.9618 -0.04 -0.10 0.50
H 16.6179 7.5157 9.8015 -0.13 0.08 -0.18
H 17.0108 5.9299 9.2361 0.71 -1.11 0.21
H 17.6975 7.4019 8.3915 0.21 -0.45 0.48
H 15.1898 7.6040 8.1870 -0.09 0.34 -0.01
C 9.7955 13.7448 14.5006 0.65 0.05 -0.59
O 11.0466 13.0525 14.3277 -0.62 0.21 0.76
H 9.6215 13.9161 15.5489 -0.01 -0.35 0.52
H 9.7806 14.7513 14.0644 0.19 -0.25 -0.27
H 9.0011 13.1430 14.0685 -0.30 0.06 0.03
H 11.4426 13.3038 13.4990 0.12 0.22 -0.54
C 17.7219 8.2589 16.6416 1.76 0.69 0.12
O 16.7619 7.3027 17.0330 -0.17 0.70 -0.75
H 17.4078 8.8606 15.7988 -0.48 -0.16 -0.20
H 18.0217 8.9759 17.4322 -0.63 -0.24 0.00
H 18.6982 7.8130 16.3650 -0.52 -0.16 -0.16
H 17.1481 6.9288 17.8063 0.04 -0.78 0.95
C 13.2893 6.9796 10.9846 -0.38 0.10 2.84
O 13.0025 8.4017 11.0489 -0.29 -0.22 1.12
H 12.3680 6.4327 10.6893 0.75 0.10 0.21
H 14.1343 6.7351 10.3715 0.15 0.39 -0.95
H 13.6840 6.6392 12.0304 -1.08 0.33 -1.65
H 12.5777 8.6255 11.9504 0.81 -0.68 -1.64
C 19.6646 15.1728 12.0041 -0.34 0.58 2.36
O 18.2592 15.1719 12.0856 -0.60 -0.54 -1.15
H 19.9437 16.0730 12.5642 0.43 -0.19 -0.32
H 20.0596 14.3167 12.5201 0.34 -0.54 0.51
H 20.1034 15.1477 11.0549 0.25 0.35 -1.83
H 17.9456 14.5370 11.4179 -0.14 0.18 0.27
C 19.1404 11.6358 14.7525 1.44 0.46 1.04
O 20.1376 10.7105 14.3320 -1.44 -1.51 -0.81
H 18.2833 11.7961 14.0850 0.68 0.47 -0.39
H 18.6948 11.3708 15.6974 -0.33 -0.73 0.60
H 19.8040 12.4695 15.0845 -1.20 0.32 -0.94
H 19.6839 9.8548 14.0660 0.80 1.19 0.57
```
Forces are in eV/Å.